Entry 1:
2 unconnected molecules or ions with the total composition C27H30N4O7 at a distorted geometry, computed with the ωB97M-V functional and the def2-TZVPD basis.

XYZ file:
```
68
Properties=species:S:1:pos:R:3:lowdin_charge:R:1
C -5.306 -4.747 -2.269 -0.062
O -5.075 -3.399 -1.785 -0.097
C -3.823 -2.870 -1.835 -0.264
C -3.623 -1.607 -1.234 0.004
C -2.360 -1.086 -1.118 -0.022
C -1.240 -1.806 -1.549 -0.175
C 0.087 -1.199 -1.330 0.012
C 1.161 -2.032 -1.102 -0.068
C 2.538 -1.511 -1.216 -0.396
O 2.780 -0.330 -1.076 0.102
O 3.545 -2.425 -1.501 0.068
C 3.232 -3.836 -1.714 -0.500
C 2.838 -4.092 -3.145 0.013
C 4.433 -4.696 -1.301 0.011
O 2.159 -4.238 -0.802 0.057
C 1.049 -3.431 -0.611 -0.390
O 0.065 -3.859 -0.015 0.107
C -1.445 -3.001 -2.281 -0.023
C -2.714 -3.533 -2.411 -0.012
H -6.347 -4.960 -2.010 0.089
H -5.170 -4.790 -3.360 0.092
H -4.636 -5.466 -1.772 0.095
H -4.478 -1.093 -0.824 0.114
H -2.212 -0.100 -0.694 0.091
H 0.313 -0.221 -1.790 0.135
H 1.959 -3.504 -3.407 0.087
H 3.669 -3.825 -3.801 0.099
H 2.625 -5.155 -3.274 0.100
H 4.694 -4.550 -0.250 0.095
H 4.198 -5.754 -1.439 0.093
H 5.321 -4.486 -1.901 0.092
H -0.619 -3.504 -2.801 0.121
H -2.844 -4.487 -2.924 0.105
C 2.871 0.222 4.477 -0.002
C 1.873 0.193 3.367 -0.442
O 1.409 -0.840 2.889 0.067
N 1.499 1.472 2.950 0.016
C 1.740 2.674 3.744 -0.114
C 0.572 3.616 3.737 -0.158
N 0.217 3.867 2.379 -0.099
C -0.741 4.921 2.316 -0.161
C -0.899 5.309 0.880 -0.134
N -1.218 4.170 0.024 0.020
C -1.936 4.370 -1.170 -0.443
C -2.135 5.833 -1.493 -0.006
O -2.370 3.457 -1.845 0.072
C -0.643 2.902 0.306 -0.058
C -0.715 1.737 -0.508 -0.027
N -0.076 0.590 -0.220 0.011
C 0.736 0.512 0.832 -0.009
C 0.776 1.576 1.766 -0.072
C 0.120 2.802 1.493 -0.058
H 3.700 0.910 4.253 0.097
H 2.377 0.504 5.418 0.092
H 3.234 -0.800 4.553 0.091
H 1.918 2.400 4.774 0.110
H 2.603 3.221 3.336 0.145
H -0.318 3.281 4.299 0.143
H 0.857 4.573 4.183 0.131
H -1.675 4.636 2.835 0.144
H -0.344 5.769 2.881 0.131
H -1.694 6.044 0.835 0.112
H 0.044 5.761 0.544 0.143
H -1.187 6.392 -1.510 0.093
H -2.575 5.853 -2.486 0.086
H -2.833 6.327 -0.801 0.090
H -1.299 1.723 -1.422 0.108
H 1.339 -0.389 0.927 0.110
```

Output
Energy relative to the best compared isomer or geometry (same formula, charge and spin) ... 4.0509 eV
Calculated total energy ... -1792.5385 a.u.
E_HOMO ... -7.6 eV
SMILES string ... COc1ccc(C=C2C(=O)OC(C)(C)OC2=O)cc1.CC(=O)N1CCN2CCN(C(C)=O)c3cncc1c32



Entry 2:
2 unconnected molecules or ions with the total composition C2H8NO, computed with the ωB97M-V functional and the def2-TZVPD basis.

XYZ file:
```
12
Properties=species:S:1:pos:R:3:mulliken_spin:R:1
O -1.936 -0.776 -1.573 0.897
H -2.018 -1.675 -1.938 -0.026
C 1.431 -0.455 0.347 -0.003
N 0.016 -0.221 0.234 0.132
C -0.461 1.108 0.425 0.000
H 1.607 -1.530 0.254 -0.002
H 1.988 0.069 -0.437 0.001
H 1.818 -0.073 1.299 0.008
H -0.615 -0.937 -0.060 -0.014
H -0.280 1.493 1.438 0.009
H -1.532 1.158 0.264 -0.002
H -0.018 1.839 -0.254 0.000
```

Output
Energy relative to the best compared isomer or geometry (same formula, charge and spin) ... 1.5926 eV
Calculated total energy ... -210.8717 a.u.
E_HOMO (alpha / beta) ... -8.5 / -8.0 eV
Spin multiplicity ... 2
⟨S²⟩ ... 0.757



Entry 3:
6 unconnected molecules or ions with the total composition C47H93BrIO14PS6 at a distorted geometry, computed with the ωB97M-V functional and the def2-TZVPD basis.

XYZ file:
```
163
Properties=species:S:1:pos:R:3:lowdin_charge:R:1
C -3.999 -2.793 1.158 -0.095
C -2.630 -2.212 0.758 -0.291
C -2.133 -2.896 -0.543 -0.572
Br -3.072 -2.004 -2.022 0.804
C -0.594 -3.054 -0.683 -0.376
C 0.251 -2.146 0.240 -0.132
C -0.129 -0.648 0.282 -0.214
C 1.033 0.375 0.349 -0.175
C 0.555 1.577 1.211 -0.194
C 1.749 2.208 1.996 -0.183
C 2.440 3.302 1.134 -0.189
C 2.465 4.679 1.858 -0.200
C 1.797 5.807 1.025 -0.217
C 2.868 6.579 0.221 -0.200
C 2.297 7.924 -0.308 -0.185
C 2.588 8.125 -1.822 -0.164
C 3.622 9.261 -2.002 -0.244
O 4.912 8.799 -1.648 -0.187
C 5.637 8.327 -2.765 -0.111
C -0.336 -4.550 -0.178 -0.269
C -0.893 -4.859 1.217 -0.141
C -0.734 -6.364 1.616 -0.299
C -2.030 -6.950 2.195 -0.626
I -2.174 -9.058 1.740 0.719
C 1.139 -4.967 -0.208 -0.169
S 1.594 -4.976 -1.928 0.625
O 0.758 -5.910 -2.629 -0.256
O 2.990 -5.281 -2.065 -0.272
O 1.313 -3.464 -2.318 -0.279
C -0.063 -3.009 -2.158 -0.389
P 0.024 -1.287 -2.984 1.038
C 1.761 -1.064 -3.584 -0.414
C 2.831 -0.917 -2.474 -0.142
C -0.966 -1.449 -4.571 -0.449
C -0.322 -0.747 -5.775 -0.172
H -4.191 -2.563 2.210 0.073
H -4.798 -2.345 0.567 0.048
H -4.028 -3.885 1.067 0.064
H -1.940 -2.377 1.587 0.105
H -2.732 -1.149 0.544 0.077
H -2.583 -3.890 -0.546 0.075
H 0.284 -2.488 1.278 0.117
H 1.292 -2.228 -0.099 0.096
H -0.848 -0.362 -0.487 0.077
H -0.666 -0.504 1.222 0.058
H 1.948 -0.074 0.742 0.109
H 1.154 0.767 -0.667 0.095
H -0.178 1.228 1.942 0.051
H 0.095 2.323 0.559 0.114
H 2.421 1.387 2.260 0.099
H 1.319 2.609 2.917 0.093
H 1.923 3.400 0.176 0.095
H 3.459 2.969 0.915 0.103
H 1.977 4.638 2.834 0.094
H 3.514 4.926 2.050 0.099
H 1.018 5.401 0.372 0.109
H 1.309 6.482 1.739 0.103
H 3.198 5.916 -0.583 0.109
H 3.700 6.752 0.905 0.106
H 1.219 7.950 -0.130 0.100
H 2.761 8.723 0.276 0.104
H 1.660 8.352 -2.354 0.106
H 3.046 7.230 -2.251 0.094
H 3.599 9.630 -3.036 0.111
H 3.339 10.063 -1.314 0.115
H 5.195 7.381 -3.110 0.089
H 5.601 9.027 -3.614 0.083
H 6.685 8.182 -2.498 0.067
H -0.872 -5.192 -0.889 0.146
H -0.431 -4.284 2.025 0.124
H -1.968 -4.683 1.311 0.081
H 0.033 -6.423 2.393 0.093
H -0.356 -6.971 0.792 0.072
H -2.922 -6.491 1.769 0.024
H -2.052 -6.835 3.277 0.047
H 1.808 -4.312 0.353 0.112
H 1.343 -5.995 0.098 0.082
H -0.731 -3.638 -2.761 0.108
H 1.794 -0.155 -4.188 0.064
H 2.047 -1.867 -4.273 0.075
H 3.195 0.111 -2.427 0.070
H 3.699 -1.514 -2.776 0.073
H 2.531 -1.295 -1.500 0.034
H -1.229 -2.492 -4.774 0.070
H -1.897 -0.917 -4.361 0.016
H 0.516 -1.308 -6.189 0.067
H 0.031 0.241 -5.461 0.061
H -1.060 -0.548 -6.557 0.068
O 2.728 -5.834 3.503 -0.318
S 3.281 -6.640 2.442 0.664
O 2.434 -7.397 1.552 -0.327
C 4.392 -5.625 1.473 -0.230
C 5.742 -5.782 2.167 -0.215
C 5.869 -7.273 2.503 -0.211
C 4.541 -7.719 3.128 -0.216
H 4.029 -4.600 1.456 0.105
H 4.416 -6.032 0.461 0.109
H 6.557 -5.438 1.532 0.118
H 5.759 -5.193 3.087 0.120
H 6.053 -7.838 1.586 0.118
H 6.702 -7.466 3.177 0.114
H 4.297 -8.749 2.880 0.103
H 4.538 -7.587 4.208 0.105
O -2.665 1.113 1.973 -0.307
S -2.420 0.728 3.340 0.654
O -1.268 -0.065 3.707 -0.331
C -2.485 2.193 4.363 -0.223
C -3.958 2.308 4.752 -0.212
C -4.412 0.886 5.103 -0.205
C -3.902 -0.040 3.996 -0.221
H -2.114 3.046 3.800 0.109
H -1.857 2.016 5.236 0.107
H -4.096 2.995 5.587 0.115
H -4.540 2.682 3.906 0.111
H -3.977 0.592 6.061 0.116
H -5.495 0.816 5.198 0.105
H -3.649 -1.028 4.377 0.103
H -4.624 -0.129 3.189 0.075
O -7.185 -2.900 1.373 -0.320
S -8.326 -3.518 0.693 0.752
O -9.530 -2.784 0.416 -0.302
C -7.733 -4.276 -0.811 -0.207
C -7.329 -5.685 -0.387 -0.209
C -8.441 -6.176 0.551 -0.204
C -8.735 -5.044 1.544 -0.202
H -6.910 -3.690 -1.216 0.112
H -8.563 -4.296 -1.517 0.114
H -7.206 -6.339 -1.248 0.120
H -6.379 -5.653 0.151 0.116
H -9.338 -6.397 -0.032 0.119
H -8.156 -7.088 1.071 0.118
H -9.781 -5.013 1.838 0.107
H -8.105 -5.111 2.429 0.110
O 8.859 7.003 -2.945 -0.322
S 10.040 6.832 -3.753 0.664
O 10.654 5.541 -3.924 -0.320
C 9.741 7.564 -5.359 -0.231
C 10.171 9.018 -5.196 -0.222
C 11.483 8.981 -4.401 -0.216
C 11.277 8.023 -3.222 -0.219
H 8.693 7.447 -5.622 0.107
H 10.370 7.043 -6.080 0.107
H 10.296 9.507 -6.162 0.115
H 9.414 9.570 -4.635 0.118
H 12.286 8.611 -5.041 0.116
H 11.773 9.972 -4.054 0.113
H 12.188 7.491 -2.961 0.102
H 10.886 8.539 -2.347 0.104
O -6.205 1.586 1.899 -0.329
S -7.336 0.718 2.153 0.667
O -7.507 0.064 3.434 -0.336
C -8.836 1.601 1.736 -0.232
C -9.048 1.293 0.260 -0.219
C -8.748 -0.203 0.100 -0.230
C -7.434 -0.499 0.847 -0.244
H -8.707 2.661 1.945 0.105
H -9.641 1.193 2.348 0.106
H -10.061 1.541 -0.058 0.113
H -8.351 1.878 -0.347 0.117
H -9.556 -0.777 0.537 0.082
H -8.673 -0.489 -0.949 0.117
H -7.408 -1.572 1.327 0.002
H -6.563 -0.366 0.204 0.107
```

Output
Energy relative to the best compared isomer or geometry (same formula, charge and spin) ... 0.0000 eV
Calculated total energy ... -8502.0084 a.u.
E_HOMO ... -7.7 eV
SMILES string ... CC[C@@H](Br)[C@@]1(CCCCCCCCCCCCOC)[C@H](CCCI)CS(=O)(=O)O[C@@H]1P(CC)CC.O=S1(=O)CCCC1.O=S1(=O)CCCC1.O=S1(=O)CCCC1.O=S1(=O)CCCC1.O=S1(=O)CCCC1